Computed, not measured: a molecular structure, C2H7NO3, with ωB97M-V/def2-TZVPD.

ORCA input file:
```
! RIJCOSX wB97M-V def2-TZVPD def2/J DEFGRID3
* xyz 0 1
H 0.615 0.969 -0.374
O -0.038 1.321 -1.465
N 1.124 0.223 0.581
H 0.120 0.621 -2.020
H 0.744 0.491 1.492
H 2.097 0.056 0.570
C 0.261 -0.938 0.205
H 0.237 -1.137 -0.875
H 0.563 -1.956 0.634
C -1.314 -0.431 0.664
O -1.416 -0.586 1.836
O -1.983 0.249 -0.135
H -1.012 1.117 -1.113
*
```

Results
Energy relative to the best compared isomer or geometry (same formula, charge and spin): 52.1 kcal per mole
Gap between HOMO and LUMO: 9.26 eV
LUMO energy: 0.294 eV
DFT total energy: -9818.702 eV

Löwdin population analysis, charges in e, atoms 1 to 2: atom 1 (H): 0.14, atom 2 (O): 0.02